Record 1
The following is a DFT calculation (ωB97M-V/def2-TZVPD) of a cluster of 2 separate species, C5H14 in total in a non-equilibrium geometry.

Computed properties:
Strongest force on any atom in eV/A: 1.28
HOMO-LUMO gap in Ha: 0.4657
SMILES: CCC.CC
HOMO level in eV: -11.53
Energy above the lowest of the compared OMol25 structures with the same formula, charge and spin in kJ/mol: 26.8
LUMO in Eh: 0.04202

```
! RIJCOSX wB97M-V def2-TZVPD def2/J DEFGRID3
* xyz 0 1
C -0.900 2.933 0.186
C -0.816 3.882 1.365
H -1.192 1.942 0.527
H -1.563 3.272 -0.615
H 0.079 2.814 -0.285
H -0.082 4.678 1.240
H -0.546 3.328 2.261
H -1.783 4.347 1.564
C -0.039 -1.400 -0.137
C 0.240 -2.631 -1.029
C 1.523 -3.384 -0.645
H -1.001 -1.537 0.332
H 0.685 -1.429 0.678
H 0.114 -0.457 -0.655
H -0.608 -3.309 -0.973
H 0.329 -2.355 -2.078
H 1.736 -4.153 -1.391
H 1.461 -3.857 0.326
H 2.363 -2.681 -0.670
*
```



Record 2
The following is a DFT calculation (ωB97M-V/def2-TZVPD) of the molecule C4H6N2O in a non-equilibrium geometry.

Computed properties:
Strongest force on any atom in eV/A: 3.54
HOMO-LUMO gap (spin up / spin down) in Ha: 0.2955 / 0.2955
SMILES: O[C@]12C[C@H]1N1CN12
HOMO level (spin up / spin down) in eV: -7.22 / -7.22
Energy above the lowest of the compared OMol25 structures with the same formula, charge and spin in kJ/mol: 645.3
LUMO (spin up / spin down) in Eh: 0.03033 / 0.03033

```
! RIJCOSX wB97M-V def2-TZVPD def2/J DEFGRID3
* xyz 0 1
C 1.043 1.370 -0.293
C -0.288 -1.210 -0.518
C -0.867 -0.041 0.196
C 0.730 -0.924 0.547
O -2.210 0.027 0.413
N -0.087 1.025 0.613
N 1.148 0.408 0.796
H -2.434 0.906 0.758
H 1.013 1.002 -1.313
H 1.482 2.349 -0.135
H -0.839 -2.143 -0.381
H -0.082 -1.072 -1.599
H 1.390 -1.697 0.915
*
```



Record 3
The following is a DFT calculation (ωB97M-V/def2-TZVPD) of a structure of composition C26H35GaO2 in a non-equilibrium geometry.

Computed properties:
Strongest force on any atom in eV/A: 3.32
HOMO-LUMO gap (spin up / spin down) in Ha: 0.1826 / 0.1713
HOMO level (spin up / spin down) in eV: -6.07 / -6.07
Energy above the lowest of the compared OMol25 structures with the same formula, charge and spin in kJ/mol: 315.4
LUMO (spin up / spin down) in Eh: -0.04054 / -0.05170

```
! RIJCOSX wB97M-V def2-TZVPD def2/J DEFGRID3
* xyz 0 1
O 0.758 1.845 -4.042
C 1.375 2.548 -5.175
C 0.266 3.627 -5.199
H 1.399 1.904 -6.081
H 2.367 2.899 -4.869
C -0.430 2.678 -4.160
H -0.286 3.768 -6.138
H 0.602 4.578 -4.773
C -1.555 1.876 -4.790
H -1.270 1.528 -5.794
H -2.461 2.504 -4.869
H -1.784 0.985 -4.187
C -0.862 3.296 -2.848
H -0.227 4.154 -2.602
H -0.822 2.565 -2.027
H -1.900 3.651 -2.932
Ga 0.631 -2.924 -2.482
C 1.017 1.655 1.242
C 1.338 0.271 1.135
C 1.514 -0.043 -0.235
H 1.432 -0.432 1.965
C 1.503 1.178 -0.961
C 1.138 2.228 -0.061
H 1.023 3.283 -0.311
H 0.744 2.186 2.159
H 1.615 -1.051 -0.650
H 1.749 1.298 -2.015
C -1.866 -1.280 1.665
C -2.135 0.035 1.173
C -2.040 -0.009 -0.247
H -2.350 0.923 1.769
C -1.653 -1.323 -0.633
C -1.625 -2.121 0.544
H -1.446 -3.195 0.575
H -1.840 -1.584 2.707
H -2.257 0.795 -0.945
H -1.460 -1.645 -1.667
O 0.415 -2.431 -4.716
C -0.180 -1.728 -5.828
C 0.401 -2.291 -7.134
H 0.019 -0.650 -5.717
H -1.272 -1.859 -5.785
C 1.499 -3.279 -6.704
H 0.798 -1.514 -7.796
H -0.368 -2.814 -7.715
C 1.402 -3.384 -5.176
H 2.491 -2.932 -7.006
H 1.359 -4.262 -7.156
H 2.362 -3.162 -4.684
H 1.094 -4.397 -4.878
C 1.235 -4.165 -0.833
C 1.807 -3.637 0.466
C 3.059 -2.991 0.531
C 3.571 -2.556 1.760
C 2.827 -2.692 2.931
C 1.575 -3.318 2.876
C 1.105 -3.843 1.678
H 1.872 -4.957 -1.274
H 0.260 -4.641 -0.624
H 3.634 -2.871 -0.398
H 4.566 -2.101 1.800
H 3.218 -2.329 3.883
H 0.968 -3.415 3.780
H 0.183 -4.441 1.642
*
```



Record 4
The following is a DFT calculation (ωB97M-V/def2-TZVPD) of a structure of composition C2H8NO2 in a non-equilibrium geometry.

Computed properties:
Strongest force on any atom in eV/A: 4.89
HOMO-LUMO gap in Ha: 0.4155
HOMO level in eV: -14.95
Energy above the lowest of the compared OMol25 structures with the same formula, charge and spin in kJ/mol: 271.8
LUMO in Eh: -0.13386

```
! RIJCOSX wB97M-V def2-TZVPD def2/J DEFGRID3
* xyz 1 1
C -1.421 -0.543 0.072
C 0.563 -0.318 -0.017
N 0.774 1.242 0.075
O 0.863 -0.698 -1.253
O 1.326 -0.756 0.946
H -1.427 -1.347 -0.717
H -1.639 -1.186 0.955
H -1.780 0.461 -0.227
H 0.143 1.688 -0.634
H 1.708 1.744 -0.067
H 0.423 1.481 1.026
H 1.690 -1.211 -1.314
H 0.920 -1.526 1.319
*
```



Record 5
The following is a DFT calculation (ωB97M-V/def2-TZVPD) of the molecule C17H15F3N6O in a non-equilibrium geometry.

Computed properties:
Strongest force on any atom in eV/A: 4.16
HOMO-LUMO gap in Ha: 0.3104
SMILES: CCCn1c(=O)n2c(-c3ccc(C(F)(F)F)cc3)nnc2c2c1ncn2C
HOMO level in eV: -8.28
LUMO in Eh: 0.00612

```
! RIJCOSX wB97M-V def2-TZVPD def2/J DEFGRID3
* xyz 0 1
O 1.226 -0.421 -0.264
F 2.412 -5.179 3.830
F 1.511 -4.499 5.683
F 0.275 -5.557 4.173
N -2.248 1.843 1.378
N -1.846 0.852 2.278
N -0.664 2.973 -3.017
C 0.406 0.486 -0.413
C -1.494 1.716 0.309
C -0.873 0.143 1.730
C -1.692 3.737 -2.729
C -1.466 2.436 -0.957
C -0.497 2.170 -1.892
C 0.121 -0.974 3.703
C 0.046 -2.237 1.669
C 0.681 -2.114 4.342
C 0.535 -3.367 2.317
C -0.209 -1.021 2.353
C 0.855 -3.354 3.677
N -0.593 0.708 0.514
N -2.164 3.536 -1.434
N 0.435 1.183 -1.628
C 1.276 -4.648 4.371
C -3.344 4.164 -0.850
C 2.463 -0.656 -4.265
C 1.516 0.916 -2.602
C 1.290 -0.399 -3.305
H -2.068 4.468 -3.423
H -0.036 -0.049 4.269
H -0.230 -2.326 0.618
H 0.902 -2.016 5.368
H 0.649 -4.268 1.720
H -4.180 4.248 -1.579
H -3.721 3.577 -0.002
H -3.078 5.156 -0.451
H 3.374 -1.011 -3.720
H 2.201 -1.441 -4.934
H 2.719 0.218 -4.831
H 2.487 0.956 -2.130
H 1.487 1.714 -3.354
H 1.205 -1.270 -2.676
H 0.330 -0.394 -3.847
*
```



Record 6
The following is a DFT calculation (ωB97M-V/def2-TZVPD) of the molecule C5H10O2S in a non-equilibrium geometry.

Computed properties:
Strongest force on any atom in eV/A: 6.14
HOMO-LUMO gap in Ha: 0.3598
SMILES: CO[C@]1(C)COCS1
HOMO level in eV: -9.04
Energy above the lowest of the compared OMol25 structures with the same formula, charge and spin in kJ/mol: 307.9
LUMO in Eh: 0.02747

```
! RIJCOSX wB97M-V def2-TZVPD def2/J DEFGRID3
* xyz 0 1
C 0.648 2.159 -0.421
C -0.072 -0.175 -0.571
C -0.976 -0.991 -1.397
C -0.842 -0.191 0.770
C 0.970 -1.212 1.527
H -0.053 2.849 0.188
H 1.514 1.719 0.189
H 1.286 2.756 -1.318
H -1.864 -0.376 -1.993
H -0.536 -1.509 -2.335
H -1.400 -1.765 -0.803
H -0.556 0.698 1.308
H -1.854 -0.043 0.569
H 1.422 -2.229 1.928
H 1.352 -0.478 2.181
O -0.009 1.079 -1.151
O -0.469 -1.172 1.539
S 1.439 -1.121 -0.209
*
```



Record 7
The following is a DFT calculation (ωB97M-V/def2-TZVPD) of the ion C6H17N4OP2 with charge +1.

Computed properties:
Strongest force on any atom in eV/A: 0.71
HOMO-LUMO gap in Ha: 0.3280
SMILES: CCP(C)[C@H]1CNC(NP(N)O)=[NH+]1
HOMO level in eV: -11.95
LUMO in Eh: -0.11124

```
! RIJCOSX wB97M-V def2-TZVPD def2/J DEFGRID3
* xyz 1 1
C -0.410 -0.106 -4.158
C 0.350 0.162 -2.862
P 0.468 -1.248 -1.644
C -0.759 -2.476 -2.230
C -0.568 -0.521 -0.288
C -0.917 -1.400 0.899
N -1.218 -0.399 1.965
C -0.329 0.623 1.683
N 0.023 1.524 2.574
P 1.068 2.908 2.195
N 1.236 3.334 3.841
O 2.379 1.952 1.946
N 0.152 0.578 0.435
H 0.026 -0.932 -4.720
H -1.459 -0.334 -3.974
H -0.374 0.774 -4.799
H -0.101 1.012 -2.343
H 1.378 0.443 -3.097
H -0.389 -2.885 -3.169
H -1.760 -2.079 -2.395
H -0.808 -3.300 -1.518
H -1.490 -0.063 -0.667
H -0.007 -1.909 1.228
H -1.707 -2.134 0.784
H -2.179 -0.062 1.941
H -0.276 1.338 3.525
H 0.363 3.662 4.249
H 1.902 4.090 3.967
H 3.197 2.427 1.751
H 1.157 0.678 0.323
*
```



Number 1: molar mass 74.2 g/mol. Number 2: molar mass 98.1 g/mol. Number 3: molar mass 449.3 g/mol. Number 4: molar mass 78.1 g/mol. Number 5: molar mass 376.3 g/mol. Number 6: molar mass 134.2 g/mol. Number 7: molar mass 223.2 g/mol.